## one
Computed, not measured: a single C3H3FO2 molecule, with ωB97M-V with the def2-TZVPD basis set.

The geometry in XYZ format:
```
9
Properties=species:S:1:pos:R:3:lowdin_charge:R:1
C 1.080 -0.553 0.033 -0.48
C -0.393 -0.510 0.009 -0.28
C -1.162 0.545 0.341 0.10
H 1.117 1.163 -0.863 0.10
H -0.778 1.421 0.877 0.08
H -2.258 0.532 0.274 0.08
O 1.723 0.487 -0.571 0.13
O 1.609 -1.506 0.492 0.17
F -0.938 -1.579 -0.593 0.09
```

Output
- Spin multiplicity: 1
- SMILES: C=C(F)C(=O)O

=====

## two
Computed, not measured: a single C3H3FO2 molecule, with ωB97M-V with the def2-TZVPD basis set.

The geometry in XYZ format:
```
9
Properties=species:S:1:pos:R:3:lowdin_charge:R:1
C 0.931 -0.185 0.106 -0.08
C -1.373 0.957 -0.022 -0.28
C -0.550 -0.246 0.073 -0.15
O -2.561 1.195 0.033 0.05
O 1.491 -1.350 -0.050 0.11
F -1.051 -1.556 -0.011 0.02
H 1.322 0.783 0.228 0.10
H -0.613 1.820 -0.290 0.14
H 2.403 -1.418 -0.066 0.09
```

Output
- Spin multiplicity: 1
- SMILES: O=C/C(F)=C/O

=====

So which one is most stable? That would be one, about 152.1 kJ/mol below the next structure.

=====

## one
Computed, not measured: 3 unconnected molecules or ions with the total composition C5H16NO2, with ωB97M-V with the def2-TZVPD basis set.

The geometry in XYZ format:
```
24
Properties=species:S:1:pos:R:3:lowdin_charge:R:1
C -1.414 -0.049 0.975 -0.14
C -1.784 0.355 -0.442 -0.12
C -1.303 -0.475 -1.553 0.10
C -0.316 -1.459 -1.503 0.04
C 0.131 -2.419 -2.497 0.00
N -0.214 0.709 1.440 0.17
H -1.274 -1.143 1.134 0.15
H -2.232 0.051 1.702 0.15
H -1.483 1.398 -0.636 0.16
H -2.890 0.330 -0.380 0.17
H -1.808 -0.204 -2.475 0.16
H 0.192 -1.510 -0.542 0.13
H 1.198 -2.521 -2.640 0.12
H -0.199 -2.244 -3.534 0.12
H -0.374 -3.347 -2.184 0.15
H 0.740 0.331 1.270 0.12
H -0.113 0.848 2.455 0.19
H -0.261 1.646 1.043 0.11
H 2.911 -0.522 0.787 0.06
H 3.569 0.521 1.840 0.08
O 2.785 0.003 1.598 -0.05
H 1.763 3.227 2.080 0.09
H 1.206 3.566 0.682 0.07
O 1.172 2.906 1.380 -0.04
```

Output
- Spin multiplicity: 2
- Net charge: +2

=====

## two
Computed, not measured: 3 unconnected molecules or ions with the total composition C5H16NO2, with ωB97M-V with the def2-TZVPD basis set.

The geometry in XYZ format:
```
24
Properties=species:S:1:pos:R:3:lowdin_charge:R:1
C -2.001 -0.896 -1.644 0.00
C -0.844 -0.317 -0.808 -0.29
C 0.514 -0.756 -1.340 -0.11
C 1.688 0.072 -1.067 0.04
C 3.012 -0.361 -1.224 0.29
N -1.043 -0.711 0.651 0.23
H -1.672 -1.176 -2.637 0.10
H -2.496 -1.732 -1.145 0.10
H -2.772 -0.157 -1.806 0.10
H -0.952 0.762 -0.819 0.16
H 0.461 -0.715 -2.446 0.18
H 0.790 -1.809 -1.176 0.17
H 1.587 1.099 -0.726 0.14
H 3.835 0.331 -1.259 0.12
H 3.378 -1.377 -1.383 0.13
H -1.619 -1.550 0.706 0.17
H -1.560 0.053 1.102 0.13
H -0.157 -0.802 1.147 0.12
H -1.347 2.818 2.069 0.09
H -2.295 1.988 2.891 0.08
O -1.596 1.887 2.230 -0.05
H 0.495 1.257 2.231 0.05
H 1.967 0.832 1.956 0.08
O 1.047 0.563 1.838 -0.04
```

Output
- Spin multiplicity: 2
- Net charge: +2

=====

So which one is most stable? That would be two, about 21.1 kJ/mol below the next structure.